The following is a quantum chemistry calculation of the molecule C4H12N2O2 in a non-equilibrium geometry, from the Open Molecules 2025 dataset.

Geometry as XYZ:
```
20
Properties=species:S:1:pos:R:3:nbo_charge:R:1
N 0.669 -1.254 -1.578 -0.85
H 0.899 0.074 2.006 0.35
H 1.098 -2.127 -1.889 0.37
C 0.992 1.591 -0.365 -0.66
O -0.893 -2.522 -0.489 -0.72
C -0.559 -0.300 0.586 -0.09
H 1.609 1.504 0.533 0.19
H 0.946 2.657 -0.612 0.22
H -0.062 -1.062 -2.255 0.35
C 0.085 -1.515 -0.287 0.23
H -1.690 -2.092 -0.833 0.45
H -0.959 1.010 -1.090 0.18
H -0.603 2.291 1.418 0.46
H -0.649 0.321 2.541 0.37
H 1.517 1.096 -1.185 0.25
O -1.163 2.040 0.665 -0.74
H -1.631 -0.510 0.674 0.20
H 0.859 -1.971 0.339 0.18
C -0.409 1.039 -0.145 0.08
N -0.056 -0.272 1.966 -0.83
```

Properties
* energy above the lowest of the compared OMol25 structures with the same formula, charge and spin: 194.0 kJ/mol
* calculated total energy: -11417.2058 eV



The following is a quantum chemistry calculation of a 2-piece molecular cluster, C4H12N2O2 overall in a non-equilibrium geometry, from the Open Molecules 2025 dataset.

Geometry as XYZ:
```
20
Properties=species:S:1:pos:R:3:nbo_charge:R:1
H 1.438 0.561 1.704 0.40
H 0.663 3.110 0.224 0.38
H -0.556 1.198 -2.001 0.20
O 1.226 -1.083 0.428 -0.63
N -0.305 2.812 0.491 -0.87
H -0.983 2.786 -0.195 0.38
H 1.980 -4.563 -0.012 0.46
O 1.235 -3.927 -0.008 -0.93
C -0.364 1.804 1.488 -0.05
C -0.525 0.041 -2.023 -0.62
H 1.402 -3.489 0.812 0.47
H -1.287 -0.378 -2.842 0.23
C -0.814 -0.615 -0.700 -0.51
N 0.329 0.506 1.461 -0.65
H -0.768 -1.697 -0.861 0.27
H 0.576 0.072 -2.179 0.23
H -0.212 2.017 2.586 0.19
C 0.255 -0.357 0.350 0.68
H -1.721 -0.106 -0.235 0.21
H -1.570 1.306 1.514 0.16
```

Properties
* energy above the lowest of the compared OMol25 structures with the same formula, charge and spin: 357.1 kJ/mol
* calculated total energy: -11415.5161 eV



The following is a quantum chemistry calculation of a 3-piece molecular cluster, C4H12N2O2 overall in a non-equilibrium geometry, from the Open Molecules 2025 dataset.

Geometry as XYZ:
```
20
Properties=species:S:1:pos:R:3:nbo_charge:R:1
H 0.623 -1.432 -0.139 0.28
C -2.770 -0.652 0.264 0.51
H 1.116 -0.018 -1.159 0.21
C 0.859 0.389 0.853 -0.54
N 2.590 -1.078 -0.284 -0.03
C 3.419 -0.414 -1.212 -0.51
H 4.465 -0.698 -1.085 0.22
H 1.207 3.302 -0.956 0.42
H -0.180 0.705 0.793 0.27
N -4.089 -0.998 -0.148 -0.83
H 1.383 1.357 0.649 0.32
O 0.891 2.759 -0.223 -1.04
H 1.069 0.037 1.864 0.20
H -3.905 -1.585 0.700 0.38
H 3.357 0.672 -1.150 0.25
O -2.446 0.055 1.166 -0.54
H 3.177 -0.721 -2.241 0.26
H -1.970 -1.160 -0.310 0.10
C 1.322 -0.587 -0.245 -0.32
H -4.644 -0.173 0.055 0.38
```

Properties
* energy above the lowest of the compared OMol25 structures with the same formula, charge and spin: 953.7 kJ/mol
* calculated total energy: -11409.3324 eV



The following is a quantum chemistry calculation of a 2-piece molecular cluster, C4H12N2O2 overall in a non-equilibrium geometry, from the Open Molecules 2025 dataset.

Geometry as XYZ:
```
20
Properties=species:S:1:pos:R:3:nbo_charge:R:1
H -0.445 -1.261 -0.077 0.18
H 1.583 -0.566 -1.779 0.20
H -2.397 0.863 0.768 0.21
H 2.300 0.622 2.931 0.46
H 1.685 -1.585 0.793 0.36
H 2.124 -2.311 -0.701 0.36
C 1.469 -0.434 -0.731 -0.22
C -2.345 0.634 -1.277 0.69
H -0.233 0.346 0.697 0.17
H 1.853 0.681 -0.642 0.16
H -0.402 0.911 -2.125 0.40
H -3.552 -0.370 0.259 0.25
H -3.826 1.422 -0.128 0.26
H 3.797 0.878 2.864 0.47
N 2.222 -1.488 -0.022 -0.80
C -3.078 0.621 0.007 -0.73
N -0.889 0.324 -1.313 -0.68
O -2.937 0.753 -2.386 -0.59
C -0.022 -0.248 -0.304 -0.23
O 3.093 0.207 3.168 -0.93
```

Properties
* energy above the lowest of the compared OMol25 structures with the same formula, charge and spin: 294.7 kJ/mol
* calculated total energy: -11416.1627 eV



The following is a quantum chemistry calculation of a 2-piece molecular cluster, C4H12N2O2 overall in a non-equilibrium geometry, from the Open Molecules 2025 dataset.

Geometry as XYZ:
```
20
Properties=species:S:1:pos:R:3:nbo_charge:R:1
C 0.055 -0.095 1.740 -0.31
H 0.059 0.508 2.656 0.21
H 0.489 1.073 -2.161 0.21
H 1.981 -0.594 2.090 0.38
N 1.168 -1.045 1.688 -0.85
O 1.099 1.591 0.488 -0.63
N -0.756 0.808 -0.503 -0.43
H -2.742 0.155 -0.461 0.20
O 1.740 -1.707 -1.135 -0.94
H -0.881 -0.645 1.762 0.19
H -1.634 -0.643 -1.705 0.21
H 1.001 -1.146 -0.943 0.45
H -1.239 1.648 -2.280 0.19
C -0.333 1.599 -1.675 -0.41
H -0.020 2.577 -1.327 0.23
H 0.993 -1.928 2.158 0.37
C 0.144 0.828 0.560 0.65
H -1.559 -1.059 0.007 0.20
H 2.196 -1.660 -0.265 0.48
C -1.763 -0.264 -0.696 -0.41
```

Properties
* energy above the lowest of the compared OMol25 structures with the same formula, charge and spin: 156.6 kJ/mol
* calculated total energy: -11417.5941 eV



The following is a quantum chemistry calculation of a 2-piece molecular cluster, C4H12N2O2 overall in a non-equilibrium geometry, from the Open Molecules 2025 dataset.

Geometry as XYZ:
```
20
Properties=species:S:1:pos:R:3:nbo_charge:R:1
H 1.499 -0.781 -1.004 0.21
H 0.549 0.172 1.654 0.38
H 2.540 1.896 -1.221 0.36
H -2.871 -0.340 1.574 0.49
H 0.282 1.818 -0.184 0.18
O -2.925 0.613 1.616 -0.94
H 0.186 -2.672 0.886 0.12
H 1.648 2.246 -2.467 0.37
C -0.715 -2.054 0.750 0.47
H -1.352 -0.272 -0.301 0.23
H 2.209 -0.145 1.018 0.39
O -1.666 -2.109 1.485 -0.55
C 0.559 1.152 -1.006 -0.22
H -2.018 0.886 1.842 0.45
H -0.238 1.162 -1.759 0.19
C -0.586 -1.046 -0.380 -0.54
N 1.212 -0.175 0.977 -0.90
C 0.725 -0.272 -0.443 -0.05
N 1.741 1.535 -1.738 -0.86
H -0.779 -1.613 -1.300 0.24
```

Properties
* energy above the lowest of the compared OMol25 structures with the same formula, charge and spin: 226.7 kJ/mol
* calculated total energy: -11416.8670 eV